C2H4N4 | wB97M-V/def2-TZVPD

XYZ file:
```
10
C2H4N4, DFT wB97M-V/def2-TZVPD
N -1.2353 -0.4815 1.3167
C -0.1837 -0.4965 0.4711
C 0.7931 -0.9883 -0.1284
N 0.9269 0.7067 -1.5315
N 0.3220 1.5818 -0.8141
N -0.4401 1.5440 0.0723
H -1.8117 -1.3060 1.3882
H -1.7435 0.3844 1.2785
H 1.4251 -1.8061 -0.4535
H 1.9471 0.8614 -1.5993
```

Properties
**HOMO level**: -0.31352 Eh
**Orbital gap**: 8.931 eV
**Relative energy (zero: lowest compared OMol25 entry of this formula, charge and spin)**: 127.2 kcal/mol
**Net charge**: 0
**Maximum force**: 2.35 eV/Å
**Total energy**: -8093.7975 eV